Density functional theory data (the ωB97M-V functional and the def2-TZVPD basis) for an isolated molecule of C3H5ClO2 in a non-equilibrium geometry.

Output
- SMILES: O=C[C@@H](O)CCl
- E_HOMO: -10.6 eV
- Energy relative to the best compared isomer or geometry (same formula, charge and spin): 24.9 kcal per mole

Each line ends with the Löwdin charge.
Geometry (Å):
Cl (-2.46, -0.41, -0.01)  0.56
O (1.51, -1.36, -0.44)  0.06
O (1.18, 1.16, 0.02)  -0.01
C (0.57, -1.15, 0.31)  -0.19
C (-0.99, 0.55, -0.43)  -0.51
C (0.19, 0.28, 0.46)  -0.46
H (-1.19, 1.65, -0.42)  0.11
H (0.07, 0.39, 1.54)  0.15
H (1.88, 0.57, -0.31)  0.09
H (-0.74, 0.25, -1.43)  0.08
H (-0.02, -1.94, 0.72)  0.11